[1]
Here is the molecule C4H8O2 from the OMol25 dataset. Energies are from wB97M-V/def2-TZVPD.

Geometry as ORCA input:
```
! wB97M-V def2-TZVPD RIJCOSX def2/J DEFGRID3
* xyz 0 1
O -1.05668 -1.59226 1.11535
C -1.20378 -0.58431 0.12920
C 0.11977 -0.09605 -0.41287
O 0.68174 -0.93899 -1.37887
C 1.08428 0.64140 0.47471
C 0.35885 1.35762 -0.63913
H -0.72850 -1.16247 1.91523
H -1.81504 0.25251 0.49859
H -1.74294 -1.05827 -0.69483
H 0.84510 -1.78578 -0.94171
H 2.13524 0.42107 0.31504
H 0.82060 0.86144 1.50684
H -0.42552 2.05755 -0.36361
H 0.92687 1.62655 -1.52393
*
```

The HOMO energy is -9.9 eV. For the relative energy (zero: lowest compared OMol25 entry of this formula, charge and spin), the calculation gives 1.808 eV. Its SMILES is OCC1(O)CC1. Its maximum force is 0.323 eV Å⁻¹.

And the Mulliken charges, in e, turn out to be: number 1, O, carries -0.50; number 2, C, carries -0.91; number 3, C, carries 1.03; number 4, O, carries -0.57; number 5, C, carries -0.64; number 6, C, carries -0.73; number 7, H, carries 0.33; number 8, H, carries 0.31; number 9, H, carries 0.32; number 10, H, carries 0.34; number 11, H, carries 0.27; number 12, H, carries 0.26; number 13, H, carries 0.22; number 14, H, carries 0.27

=====

[2]
Here is a cluster of 6 separate species, C18H33N6O3 in total in a non-equilibrium geometry from the OMol25 dataset. Energies are from wB97M-V/def2-TZVPD.

Geometry as ORCA input:
```
! wB97M-V def2-TZVPD RIJCOSX def2/J DEFGRID3
* xyz -1 1
C 1.84243 0.12969 0.58069
C 0.41219 -0.31329 0.89681
C 0.22829 -1.82816 0.72810
C 0.70036 -2.26596 -0.70562
N -1.05533 -2.36397 1.13263
C -2.15737 -1.74017 0.54920
O -2.79403 -0.75099 1.45960
C -3.77399 0.04381 0.91413
O -3.35857 0.79941 -0.19712
C -2.88712 2.07201 0.16406
C -2.01496 2.59997 -0.97629
O -2.02597 1.75834 -2.10613
H 2.13926 0.99518 1.16532
H 2.52352 -0.67678 0.82607
H 1.98231 0.34441 -0.46910
H -0.30567 0.23037 0.29704
H 0.23449 -0.10031 1.94299
H 0.95213 -2.26408 1.41756
H 1.68400 -2.71393 -0.65232
H 0.69944 -1.46482 -1.43871
H 0.00278 -3.02397 -1.02984
H -1.91000 -1.24710 -0.39468
H -2.92254 -2.49457 0.32907
H -4.65398 -0.52533 0.61497
H -4.08557 0.72835 1.70108
H -2.27292 1.96538 1.05212
H -3.71464 2.73969 0.38857
H -2.37892 3.55294 -1.32247
H -0.99942 2.70253 -0.61245
H -1.56940 0.94499 -1.87213
C 6.08634 0.71031 1.12127
C 5.75346 -0.53837 0.45848
N 5.50451 -1.53412 -0.04433
H 7.13138 0.68977 1.42509
H 5.92628 1.55387 0.45420
H 5.46042 0.84177 2.00135
C 4.55717 -1.08727 4.50880
C 4.24496 0.32167 4.33448
N 4.00107 1.42679 4.17244
H 3.69242 -1.68765 4.23390
H 5.39453 -1.36072 3.86993
H 4.81711 -1.28154 5.54685
C -2.47301 -5.32051 1.94795
C -2.24185 -6.70785 1.57978
N -2.05975 -7.80217 1.29636
H -2.38329 -5.20698 3.02554
H -1.74545 -4.64945 1.46621
H -3.47309 -5.02227 1.64108
C -4.01215 5.07688 -3.61825
C -3.84139 5.87279 -2.41385
N -3.70250 6.48460 -1.45853
H -3.13431 4.45276 -3.77090
H -4.88530 4.43706 -3.51417
H -4.14468 5.73128 -4.47696
C 0.96837 1.40327 -5.05286
C 1.55758 0.59580 -4.00040
N 2.02147 -0.04752 -3.17625
H 0.87069 0.81227 -5.96168
H -0.01292 1.73526 -4.72606
H 1.60115 2.26662 -5.25265
*
```

The HOMO energy is -2.5 eV. Its maximum force is 1.779 eV Å⁻¹.

And the Mulliken charges, in e, turn out to be: number 1, C, carries -1.11; number 2, C, carries 0.54; number 3, C, carries -0.11; number 4, C, carries -1.37; number 5, N, carries -0.48; number 6, C, carries -0.39; number 7, O, carries -0.23; number 8, C, carries -0.56; number 9, O, carries -0.30; number 10, C, carries -0.43; number 11, C, carries -0.09; number 12, O, carries -0.64; number 13, H, carries 0.45; number 14, H, carries 0.20; number 15, H, carries 0.20; number 16, H, carries -0.55; number 17, H, carries 0.42; number 18, H, carries 0.24; number 19, H, carries 0.39; number 20, H, carries 0.02; number 21, H, carries 0.51; number 22, H, carries 0.11; number 23, H, carries 0.21; number 24, H, carries 0.25; number 25, H, carries 0.40; number 26, H, carries 0.33; number 27, H, carries 0.39; number 28, H, carries 0.03; number 29, H, carries 0.22; number 30, H, carries 0.34; number 31, C, carries -0.54; number 32, C, carries 0.35; number 33, N, carries -0.41; number 34, H, carries 0.31; number 35, H, carries 0.30; number 36, H, carries -0.04; number 37, C, carries -0.73; number 38, C, carries 0.40; number 39, N, carries -0.46; number 40, H, carries 0.24; number 41, H, carries 0.27; number 42, H, carries 0.31; number 43, C, carries -0.35; number 44, C, carries 0.33; number 45, N, carries -0.44; number 46, H, carries 0.25; number 47, H, carries -0.02; number 48, H, carries 0.22; number 49, C, carries -0.66; number 50, C, carries 0.33; number 51, N, carries -0.40; number 52, H, carries 0.19; number 53, H, carries 0.25; number 54, H, carries 0.31; number 55, C, carries -0.72; number 56, C, carries 0.32; number 57, N, carries -0.32; number 58, H, carries 0.28; number 59, H, carries 0.16; number 60, H, carries 0.26

=====

[3]
Here is a cluster of 2 separate species, C2H8O2 in total in a non-equilibrium geometry from the OMol25 dataset. Energies are from wB97M-V/def2-TZVPD.

Geometry as ORCA input:
```
! wB97M-V def2-TZVPD RIJCOSX def2/J DEFGRID3
* xyz 0 1
C -1.58500 1.26682 -0.10227
O -1.80981 -0.10277 0.13711
H -0.96863 -0.57977 0.16840
H -2.20201 1.48417 -0.98782
H -1.76462 1.86694 0.79337
H -0.55581 1.54069 -0.37780
C 1.50738 -0.93912 -0.35416
O 1.99494 -0.85291 0.98108
H 1.35746 -0.60821 1.65017
H 1.45510 -2.04362 -0.56259
H 0.46006 -0.68625 -0.31296
H 2.11095 -0.34597 -1.03253
*
```

The HOMO energy is -10.6 eV. For the relative energy (zero: lowest compared OMol25 entry of this formula, charge and spin), the calculation gives 1.261 eV. Its SMILES is CO.CO. Its maximum force is 2.678 eV Å⁻¹.

And the Mulliken charges, in e, turn out to be: number 1, C, carries -0.55; number 2, O, carries -0.50; number 3, H, carries 0.26; number 4, H, carries 0.24; number 5, H, carries 0.24; number 6, H, carries 0.26; number 7, C, carries -0.01; number 8, O, carries -0.50; number 9, H, carries 0.31; number 10, H, carries 0.25; number 11, H, carries -0.24; number 12, H, carries 0.24

=====

[4]
Here is a cluster of 6 separate species, C20H55N6O8 in total in a non-equilibrium geometry from the OMol25 dataset. Energies are from wB97M-V/def2-TZVPD.

Geometry as ORCA input:
```
! wB97M-V def2-TZVPD RIJCOSX def2/J DEFGRID3
* xyz -1 1
N 0.16284 -0.47430 -0.89866
O 0.07102 -0.21762 -2.10178
O 0.35585 -1.63921 -0.50528
O 0.08213 0.45129 -0.03519
C -0.36308 -8.94944 -0.58010
C -0.38478 -7.41060 -0.54226
C 0.87066 -6.70846 -0.97427
O 0.83514 -5.38343 -0.55740
C 1.76772 -4.58626 -1.26264
N -1.54751 -6.85196 -1.27580
H 0.30311 -9.27968 0.22387
H -0.08384 -9.35028 -1.55323
H -1.35362 -9.28649 -0.27570
H -0.60216 -7.17090 0.50348
H 1.04732 -6.83296 -2.05652
H 1.72843 -7.24155 -0.51602
H 2.77085 -5.02704 -1.32501
H 1.89580 -3.63479 -0.74942
H 1.31833 -4.37640 -2.23705
H -2.36723 -7.41285 -1.04940
H -1.43362 -7.08054 -2.26578
C -0.41542 6.17578 -5.06403
C -0.45384 4.66932 -4.76958
C 0.74967 4.26761 -3.95993
O 0.67170 2.89184 -3.64046
C 1.71023 2.46473 -2.82537
N -1.67822 4.26317 -4.06064
H 0.36514 6.48170 -5.76309
H -0.23056 6.66279 -4.09898
H -1.38499 6.53314 -5.40829
H -0.50147 4.08684 -5.69507
H 0.88241 4.84390 -3.03440
H 1.63765 4.36805 -4.60885
H 2.70796 2.46016 -3.29185
H 1.47592 1.45445 -2.48237
H 1.80081 3.03267 -1.88119
H -2.50228 4.74347 -4.42103
H -1.64258 4.69151 -3.13213
C -1.70711 -0.21801 3.94090
C -1.87707 -1.56401 3.20365
C -3.34169 -1.92802 3.31517
O -3.69714 -3.04818 2.54914
C -5.02724 -3.39713 2.77785
N -1.42114 -1.40778 1.82105
H -2.34876 0.54776 3.50474
H -0.68302 0.12377 3.78208
H -1.86905 -0.33291 5.01981
H -1.22748 -2.32253 3.64792
H -3.92161 -1.06266 2.95296
H -3.59019 -2.06608 4.37804
H -5.73432 -2.59535 2.51419
H -5.22898 -3.62599 3.83816
H -5.27330 -4.28714 2.20035
H -1.90660 -0.67807 1.30302
H -0.48115 -1.01890 1.83743
C -2.51903 2.58754 0.89345
C -2.33337 3.38287 -0.39566
C -1.81411 4.75557 0.01637
O -1.21996 5.43257 -1.09891
C -0.40738 6.49970 -0.71524
N -1.49231 2.64909 -1.35170
H -2.81354 1.56563 0.64974
H -3.18983 3.08324 1.59624
H -1.54599 2.46592 1.38478
H -3.32398 3.47015 -0.86237
H -1.05238 4.67250 0.79898
H -2.66436 5.38204 0.32067
H 0.29778 6.19358 0.06663
H -0.99472 7.34706 -0.32816
H 0.12818 6.85785 -1.59434
H -0.87670 3.33822 -1.77584
H -0.79626 2.12773 -0.78790
C 5.90971 0.97822 1.47664
C 4.57194 0.23462 1.44700
C 4.05743 -0.02052 2.84399
O 3.06408 -1.00427 2.75408
C 2.26471 -1.12576 3.90018
N 3.55624 0.97114 0.65239
H 6.50557 0.61747 2.32012
H 5.72631 2.04118 1.68797
H 6.48530 0.98977 0.55390
H 4.80083 -0.69204 0.90575
H 3.64179 0.91716 3.24051
H 4.87666 -0.38861 3.47686
H 1.72553 -0.18382 4.10595
H 2.88185 -1.25008 4.80333
H 1.52325 -1.90242 3.74882
H 2.65915 0.75810 1.09131
H 3.43794 0.50219 -0.24062
*
```

The HOMO energy is -4.8 eV. For the relative energy (zero: lowest compared OMol25 entry of this formula, charge and spin), the calculation gives 2.093 eV. Its maximum force is 1.871 eV Å⁻¹.

And the Mulliken charges, in e, turn out to be: number 1, N, carries 0.96; number 2, O, carries -0.70; number 3, O, carries -0.60; number 4, O, carries -0.67; number 5, C, carries -1.45; number 6, C, carries 0.54; number 7, C, carries -0.81; number 8, O, carries -0.20; number 9, C, carries -0.66; number 10, N, carries -0.64; number 11, H, carries 0.35; number 12, H, carries 0.33; number 13, H, carries 0.40; number 14, H, carries 0.21; number 15, H, carries 0.35; number 16, H, carries 0.31; number 17, H, carries 0.34; number 18, H, carries 0.09; number 19, H, carries 0.32; number 20, H, carries 0.25; number 21, H, carries 0.25; number 22, C, carries -1.26; number 23, C, carries 0.39; number 24, C, carries -0.58; number 25, O, carries -0.26; number 26, C, carries -0.61; number 27, N, carries -0.52; number 28, H, carries 0.39; number 29, H, carries 0.17; number 30, H, carries 0.36; number 31, H, carries 0.33; number 32, H, carries 0.10; number 33, H, carries 0.54; number 34, H, carries 0.36; number 35, H, carries 0.01; number 36, H, carries 0.29; number 37, H, carries 0.28; number 38, H, carries 0.14; number 39, C, carries -1.21; number 40, C, carries 0.47; number 41, C, carries -1.01; number 42, O, carries -0.23; number 43, C, carries -0.79; number 44, N, carries -0.36; number 45, H, carries 0.31; number 46, H, carries 0.20; number 47, H, carries 0.41; number 48, H, carries 0.30; number 49, H, carries 0.35; number 50, H, carries 0.40; number 51, H, carries 0.30; number 52, H, carries 0.31; number 53, H, carries 0.25; number 54, H, carries 0.15; number 55, H, carries 0.12; number 56, C, carries -1.75; number 57, C, carries 0.88; number 58, C, carries -0.97; number 59, O, carries -0.15; number 60, C, carries -0.96; number 61, N, carries -0.18; number 62, H, carries 0.36; number 63, H, carries 0.48; number 64, H, carries 0.32; number 65, H, carries 0.18; number 66, H, carries 0.42; number 67, H, carries 0.38; number 68, H, carries 0.38; number 69, H, carries 0.30; number 70, H, carries 0.25; number 71, H, carries -0.05; number 72, H, carries 0.04; number 73, C, carries -1.57; number 74, C, carries 0.78; number 75, C, carries -0.95; number 76, O, carries -0.23; number 77, C, carries -0.67; number 78, N, carries -0.72; number 79, H, carries 0.36; number 80, H, carries 0.34; number 81, H, carries 0.35; number 82, H, carries 0.26; number 83, H, carries 0.39; number 84, H, carries 0.43; number 85, H, carries 0.27; number 86, H, carries 0.40; number 87, H, carries 0.13; number 88, H, carries 0.17; number 89, H, carries 0.27

=====

> Which of these has the highest maximum force?

C2H8O2

=====

> Look up the HOMO of the first one.

-9.9 eV

=====

> What is the formula in the fourth record?

C20H55N6O8

=====

> Among the records above, which one has the lowest HOMO?

C2H8O2